[1]
{"formula": "C37H35ClN2S2Si2Ti", "method": "ωB97M-V/def2-TZVPD", "de_lowest_ev": 0.0000, "orbital_gap_ev": [5.68, 5.67], "s_squared": 0.754, "spin_multiplicity": 2, "total_charge": 1, "e_homo_ev": [-8.84, -8.84], "elements": ["C", "C", "C", "H", "C", "C", "H", "H", "H", "H", "Ti", "Si", "C", "C", "H", "C", "H", "C", "H", "C", "H", "C", "H", "C", "C", "H", "C", "H", "C", "H", "C", "H", "C", "H", "H", "Si", "C", "C", "H", "C", "H", "C", "H", "C", "H", "C", "H", "C", "C", "H", "C", "H", "C", "H", "C", "H", "C", "H", "H", "Cl", "C", "C", "N", "C", "C", "S", "C", "C", "S", "C", "N", "C", "H", "H", "H", "H", "H", "H", "H", "H"], "xyz": [[-1.503, -0.360, 0.836], [-1.905, 0.367, -0.317], [-1.617, -0.441, -1.474], [-2.477, 1.287, -0.330], [-0.990, -1.650, -1.008], [-0.923, -1.593, 0.413], [-0.585, -2.399, 1.058], [-1.691, -0.073, 1.874], [-1.915, -0.225, -2.508], [-0.681, -2.480, -1.633], [0.351, 0.084, -0.545], [-0.618, -0.203, -7.082], [-0.214, 1.353, -8.092], [0.945, 1.552, -8.884], [1.563, 0.700, -9.201], [1.326, 2.848, -9.265], [2.283, 3.012, -9.770], [0.485, 3.935, -8.979], [0.808, 4.953, -9.208], [-0.768, 3.706, -8.390], [-1.464, 4.538, -8.218], [-1.140, 2.416, -8.003], [-2.153, 2.224, -7.628], [-0.134, -1.623, -8.222], [-0.705, -1.596, -9.516], [-1.580, -0.972, -9.723], [-0.113, -2.321, -10.568], [-0.534, -2.265, -11.577], [1.040, -3.090, -10.337], [1.580, -3.573, -11.170], [1.514, -3.240, -9.020], [2.390, -3.869, -8.810], [0.889, -2.568, -7.952], [1.226, -2.708, -6.919], [-2.034, -0.287, -6.590], [1.860, 0.312, -5.450], [1.130, -1.266, -4.647], [-0.236, -1.663, -4.560], [-1.106, -1.005, -4.777], [-0.591, -2.942, -4.113], [-1.653, -3.231, -4.151], [0.359, -3.774, -3.527], [0.063, -4.757, -3.151], [1.671, -3.298, -3.369], [2.366, -3.860, -2.738], [2.065, -2.107, -3.987], [3.109, -1.772, -3.903], [0.837, 1.800, -4.797], [-0.384, 1.658, -4.113], [-0.793, 0.671, -3.907], [-1.141, 2.771, -3.747], [-2.083, 2.618, -3.205], [-0.708, 4.061, -4.059], [-1.315, 4.940, -3.790], [0.521, 4.225, -4.727], [0.881, 5.232, -4.961], [1.265, 3.106, -5.125], [2.174, 3.240, -5.731], [3.237, 0.495, -4.958], [2.057, 0.694, -1.897], [-0.665, 3.560, -0.682], [-0.025, 3.061, 0.555], [0.500, 1.839, 0.652], [1.229, 1.641, 1.850], [1.221, 2.758, 2.662], [0.279, 4.049, 1.973], [1.800, 0.337, 2.081], [2.427, -0.186, 3.200], [2.842, -1.859, 2.985], [2.190, -1.797, 1.342], [1.655, -0.611, 1.041], [2.242, -2.943, 0.390], [-1.699, 3.177, -0.787], [-0.715, 4.654, -0.629], [-0.076, 3.306, -1.580], [1.647, 2.800, 3.665], [2.525, 0.353, 4.140], [3.132, -3.541, 0.632], [1.352, -3.589, 0.519], [2.339, -2.604, -0.661]], "forces_ev_per_a": [[-0.091, -0.506, -0.033], [-0.450, -1.036, -0.693], [-0.490, -0.516, 0.620], [0.305, -0.117, 0.047], [-0.993, 0.216, 0.181], [-1.078, 0.113, -0.425], [0.076, 0.365, -0.140], [0.354, 0.040, -0.461], [0.405, -0.065, 0.668], [0.120, 0.241, 0.097], [1.678, 0.993, -0.251], [2.410, 0.421, -1.789], [-1.255, 0.374, -0.681], [-0.013, 0.300, 0.462], [-0.121, 0.316, 0.505], [-0.445, -0.343, 0.125], [-0.430, -0.102, 0.058], [-0.225, -0.224, 0.395], [-0.169, -0.339, -0.008], [0.114, 0.300, -0.314], [0.352, -0.345, -0.182], [0.684, -0.105, 0.149], [0.488, 0.210, 0.196], [-0.166, -1.000, -0.039], [0.726, -0.305, -0.070], [0.373, -0.086, 0.013], [0.071, -0.027, 0.270], [0.161, 0.020, 0.419], [-0.023, 0.123, 0.411], [-0.471, 0.257, 0.529], [-0.314, 0.082, 0.172], [-0.456, 0.203, -0.159], [-0.061, 0.641, -0.805], [0.087, 0.111, -0.455], [0.475, 0.368, 0.133], [-3.900, -0.329, 0.119], [0.340, -0.343, 1.607], [0.293, -0.220, -0.021], [0.977, -0.476, -0.332], [-0.223, 0.395, 0.111], [0.594, 0.038, 0.031], [0.333, 0.071, 0.137], [0.168, 0.331, -0.066], [-0.315, -0.267, -0.157], [-0.063, 0.051, -0.511], [-0.479, 0.024, 0.068], [-0.488, -0.223, -0.057], [0.381, 0.328, -0.167], [0.091, 0.447, -0.251], [0.337, 0.307, 0.069], [-0.132, -0.070, -0.184], [0.274, 0.114, -0.310], [0.467, 0.207, -0.093], [0.382, -0.513, -0.129], [-0.411, -0.069, -0.002], [-0.179, -0.404, 0.020], [-0.300, -0.228, 0.227], [-0.379, 0.024, 0.433], [0.270, -0.155, -0.515], [-0.128, -0.128, 0.165], [-0.407, 0.542, -0.098], [1.197, -1.058, 0.906], [0.254, 1.101, 1.155], [-1.169, 2.259, -0.158], [-0.277, -0.863, -0.274], [0.535, -1.463, -0.736], [0.789, -2.329, 0.471], [-0.882, 0.491, -0.796], [-0.617, 1.103, -1.385], [-0.289, 1.640, 0.538], [0.918, -0.583, 1.203], [0.232, -0.348, 0.068], [0.587, 0.192, -0.032], [-0.122, -0.190, -0.121], [-0.247, -0.100, 0.523], [-0.144, 0.252, -0.429], [0.257, -0.393, -0.224], [-0.322, 0.022, -0.166], [0.410, 0.287, -0.222], [-0.250, -0.055, 0.643]]}

---

[2]
{"formula": "C5H9N3O2", "method": "ωB97M-V/def2-TZVPD", "de_lowest_ev": 3.1797, "orbital_gap_ev": [5.37, 6.70], "s_squared": 2.010, "spin_multiplicity": 3, "e_homo_ev": [-4.65, -8.75], "elements": ["C", "C", "C", "C", "C", "N", "N", "N", "O", "O", "H", "H", "H", "H", "H", "H", "H", "H", "H"], "xyz": [[0.040, 0.522, -1.479], [1.433, 0.656, -1.106], [-0.689, -0.630, -0.813], [1.650, 0.478, 0.212], [-0.863, -1.790, 1.318], [0.826, -0.274, 1.001], [-0.345, -0.782, 0.483], [-0.637, 1.822, -0.816], [-1.549, -1.305, -1.354], [-0.772, 1.866, 0.512], [-0.334, 0.720, -2.487], [2.163, 1.280, -1.594], [2.584, 0.862, 0.723], [-0.081, -2.386, 1.525], [-1.253, -1.362, 2.318], [-1.468, -2.446, 0.710], [0.680, 0.228, 1.963], [-1.609, 1.998, -1.383], [-0.063, 2.581, -1.228]], "forces_ev_per_a": [[-0.062, 0.561, -0.355], [-1.141, -0.029, -5.308], [-0.160, 0.167, -0.191], [3.686, -0.354, 6.060], [-2.512, 0.988, 0.872], [-0.111, 1.996, 1.894], [0.536, 0.325, -0.121], [-3.019, 1.664, -0.452], [0.203, 0.334, -0.024], [-0.132, 0.461, -0.934], [0.723, -0.768, -0.197], [-0.286, 0.142, -0.707], [-1.458, -0.626, -0.596], [2.916, -2.177, 1.312], [0.012, -0.752, -1.804], [-1.109, 0.321, 0.303], [-0.168, -1.309, -1.867], [1.951, -0.785, 1.547], [0.130, -0.159, 0.568]]}

---

[3]
{"formula": "C2H3NO2", "method": "ωB97M-V/def2-TZVPD", "de_lowest_ev": 3.8887, "orbital_gap_ev": [9.07, 9.07], "smiles": "O=CCN=O", "spin_multiplicity": 1, "e_homo_ev": [-9.73, -9.73], "elements": ["O", "C", "C", "N", "O", "H", "H", "H"], "xyz": [[-1.575, 1.237, -0.288], [-0.855, 0.493, 0.282], [0.111, -0.418, -0.459], [1.365, 0.296, -0.245], [1.896, -0.125, 0.743], [-0.935, 0.593, 1.430], [0.052, -1.471, -0.032], [-0.058, -0.605, -1.431]], "forces_ev_per_a": [[-1.040, 0.972, -1.262], [-0.716, 0.165, 1.415], [-0.212, -1.558, 3.737], [0.583, -0.962, 0.496], [0.789, 0.505, 0.187], [0.993, -1.013, -1.170], [0.653, 1.354, 0.264], [-1.051, 0.537, -3.668]]}